C14H22ClNO7PPdSSe as an isolated structure at a distorted geometry. Source: the Open Molecules 2025 dataset; level of theory: the ωB97M-V functional and the def2-TZVPD basis.

2S+1   3
F_max   0.0422 Eh/bohr
<S²>   2.01
E_HOMO (alpha / beta)   -5.10 / -5.50 eV
Gap between HOMO and LUMO (alpha / beta)   7.852 / 6.931 eV
Net charge   -1
Molar mass   600.20 u

Element x y z (Å)
1 Pd 0.661 1.295 -0.384
2 Se -0.623 0.158 -2.267
3 C -1.488 -1.210 -1.462
4 N -2.044 -2.125 -1.023
5 C -6.558 -0.827 -0.657
6 C -5.316 -0.144 -0.151
7 C -4.672 0.824 -0.911
8 C -3.506 1.423 -0.458
9 C -2.981 1.041 0.762
10 C -3.624 0.097 1.549
11 C -4.790 -0.487 1.093
12 S -1.443 1.703 1.361
13 O -0.987 2.691 0.372
14 O -1.734 2.243 2.665
15 O -0.482 0.562 1.411
16 H -6.677 -0.675 -1.730
17 H -7.448 -0.442 -0.154
18 H -6.506 -1.900 -0.465
19 H -5.064 1.084 -1.888
20 H -2.989 2.173 -1.040
21 H -3.188 -0.174 2.502
22 H -5.285 -1.240 1.694
23 O 3.237 4.030 -2.024
24 Cl 2.212 3.205 -1.468
25 O 2.194 1.932 -2.183
26 O 2.522 2.944 -0.075
27 O 0.931 3.815 -1.599
28 C 2.073 -3.377 0.183
29 C 1.318 -2.112 -0.220
30 P 2.238 -0.521 -0.083
31 C 3.771 -0.916 -1.039
32 C 4.741 0.252 -1.231
33 C 2.802 -0.589 1.678
34 C 3.002 0.798 2.295
35 H 1.423 -4.243 0.051
36 H 2.386 -3.348 1.228
37 H 2.959 -3.527 -0.435
38 H 0.422 -1.987 0.392
39 H 0.980 -2.193 -1.255
40 H 3.432 -1.290 -2.008
41 H 4.277 -1.726 -0.510
42 H 4.304 1.015 -1.865
43 H 5.662 -0.106 -1.697
44 H 4.999 0.714 -0.277
45 H 3.720 -1.177 1.741
46 H 2.007 -1.105 2.220
47 H 3.760 1.376 1.767
48 H 3.299 0.702 3.341
49 H 2.072 1.366 2.252



A single C14H22FNO2 molecule. Source: the Open Molecules 2025 dataset; level of theory: the ωB97M-V functional and the def2-TZVPD basis.

F_max   0.0096 Eh/bohr
E_HOMO   -8.36 eV
Gap between HOMO and LUMO   9.312 eV
SMILES string   CCCCNCCOCCOc1ccc(F)cc1
Molar mass   255.33 u

Element x y z (Å)
1 C -2.086 -0.120 -1.498
2 C -2.014 -1.619 -1.250
3 C -2.256 -2.000 0.210
4 C -1.100 -1.676 1.154
5 N -0.991 -0.260 1.473
6 H -1.906 0.089 1.753
7 C -0.040 -0.026 2.546
8 C 0.147 1.461 2.873
9 O 0.945 2.154 1.942
10 C 0.258 2.530 0.762
11 C 1.279 2.962 -0.301
12 O 1.202 2.201 -1.486
13 C 1.526 0.877 -1.455
14 C 1.272 0.168 -2.631
15 C 1.556 -1.178 -2.717
16 C 2.102 -1.815 -1.616
17 C 2.373 -1.133 -0.447
18 C 2.084 0.219 -0.365
19 H 2.288 0.745 0.553
20 H 2.807 -1.658 0.390
21 F 2.373 -3.141 -1.686
22 H 1.358 -1.736 -3.618
23 H 0.846 0.698 -3.468
24 H 2.283 2.918 0.138
25 H 1.088 3.985 -0.631
26 H -0.322 1.681 0.384
27 H -0.435 3.352 0.993
28 H 0.683 1.544 3.822
29 H -0.831 1.952 2.976
30 H 0.922 -0.435 2.228
31 H -0.334 -0.546 3.477
32 H -0.154 -1.979 0.693
33 H -1.227 -2.272 2.077
34 H -3.165 -1.511 0.569
35 H -2.422 -3.079 0.261
36 H -1.034 -1.990 -1.558
37 H -2.767 -2.119 -1.866
38 H -1.918 0.099 -2.550
39 H -1.327 0.389 -0.915
40 H -3.063 0.268 -1.217



C14H22I2NO4P2SY as an isolated structure at a distorted geometry. Source: the Open Molecules 2025 dataset; level of theory: the ωB97M-V functional and the def2-TZVPD basis.

F_max   0.1537 Eh/bohr
E_HOMO (alpha / beta)   -14.59 / -14.16 eV
Gap between HOMO and LUMO (alpha / beta)   4.488 / 3.319 eV
Net charge   +2
Molar mass   705.06 u

Element x y z (Å)
1 I -3.251 0.461 -1.776
2 I 2.530 0.611 -1.238
3 Y -0.370 0.452 -1.938
4 P -0.407 -2.145 -1.881
5 C -0.597 -2.863 -0.277
6 C -1.696 -2.595 -2.947
7 H -1.456 -3.637 -3.149
8 H 0.991 -3.642 -2.841
9 H -1.681 -1.995 -3.862
10 H 1.382 -2.007 -3.487
11 H -1.528 -2.523 0.183
12 H -2.659 -2.477 -2.448
13 C 1.156 -2.593 -2.584
14 H -0.568 -3.919 -0.441
15 H 1.988 -2.484 -1.878
16 H 0.206 -2.597 0.408
17 P -0.389 3.042 -1.857
18 C -0.605 3.758 -0.268
19 C 1.134 3.547 -2.593
20 H -1.708 2.911 -3.867
21 H -1.484 4.559 -3.172
22 H -2.678 3.402 -2.458
23 C -1.705 3.515 -2.947
24 H 1.359 2.962 -3.497
25 H 0.959 4.593 -2.843
26 H -0.594 4.837 -0.450
27 H 0.214 3.472 0.410
28 H 1.964 3.431 -1.887
29 H -1.560 3.452 0.181
30 C -0.734 0.563 0.354
31 O -0.813 0.527 1.539
32 O 2.926 1.577 2.992
33 S 2.941 0.137 3.007
34 O 4.155 -0.616 3.160
35 N 2.402 -0.284 1.352
36 C 1.253 -0.893 1.268
37 O 0.766 -0.919 0.044
38 C 0.638 -1.249 2.562
39 C -0.619 -1.841 2.855
40 C -1.086 -1.867 4.169
41 C -0.373 -1.265 5.207
42 C 0.864 -0.664 4.915
43 C 1.369 -0.672 3.596
44 H -1.233 -2.294 2.090
45 H -2.047 -2.337 4.366
46 H -0.783 -1.257 6.213
47 H 1.426 -0.177 5.715



C14H22IMoN2O6Si as an isolated structure. Source: the Open Molecules 2025 dataset; level of theory: the ωB97M-V functional and the def2-TZVPD basis.

2S+1   3
F_max   0.0123 Eh/bohr
<S²>   2.01
E_HOMO (alpha / beta)   -12.06 / -12.23 eV
Gap between HOMO and LUMO (alpha / beta)   7.427 / 7.893 eV
Net charge   +1
Molar mass   565.27 u

Element x y z (Å)
1 Mo -0.396 0.555 -0.718
2 O 0.291 -1.711 0.325
3 C 0.935 -1.760 1.614
4 C 0.144 -1.007 2.667
5 N -0.008 0.405 2.335
6 C -1.282 1.000 2.697
7 C -2.308 0.758 1.598
8 O -3.394 0.285 1.772
9 O -1.862 1.134 0.385
10 C 1.183 1.210 2.464
11 C 1.873 1.494 1.128
12 O 3.035 1.663 0.947
13 O 0.959 1.545 0.112
14 H -0.492 -2.279 0.336
15 H 1.922 -1.319 1.471
16 H 1.083 -2.798 1.913
17 H 0.633 -1.146 3.641
18 H -0.851 -1.449 2.749
19 H -1.167 2.079 2.796
20 H -1.687 0.612 3.634
21 H 1.931 0.750 3.113
22 H 0.950 2.185 2.896
23 I 2.146 -3.441 -4.529
24 C 2.249 -1.572 -3.639
25 C 3.276 -0.683 -3.922
26 C 3.285 0.545 -3.284
27 C 2.279 0.851 -2.390
28 N 1.278 -0.004 -2.126
29 C 1.270 -1.196 -2.741
30 H 4.055 -0.946 -4.625
31 H 4.069 1.266 -3.469
32 H 2.271 1.785 -1.855
33 H 0.455 -1.857 -2.499
34 C -2.738 -2.943 -0.651
35 Si -2.712 -1.681 -2.012
36 C -4.163 -0.544 -1.974
37 C -2.324 -2.396 -3.673
38 O -1.353 -0.681 -1.615
39 H -3.577 -3.633 -0.776
40 H -2.872 -2.452 0.319
41 H -1.829 -3.552 -0.645
42 H -5.089 -1.090 -2.176
43 H -4.071 0.244 -2.725
44 H -4.252 -0.079 -0.990
45 H -3.186 -2.961 -4.043
46 H -1.472 -3.080 -3.644
47 H -2.111 -1.610 -4.402



Which formula does entry 4 have?
C14H22IMoN2O6Si



molar mass of number 4 (C14H22IMoN2O6Si)?
565.27 u